1.
The following is a DFT calculation (wB97M-V/def2-TZVPD) of a single C3H8OSi molecule in a non-equilibrium geometry.

Energy relative to the best compared isomer or geometry (same formula, charge and spin) in kcal per mole: 59.4
Structure (SMILES): CC(=O)C[SiH3]
LUMO level in eV: 0.82
Strongest force on any atom in hartree/bohr: 0.0938
Highest occupied orbital energy in Eh: -0.3305

The geometry in ORCA input format:
```
! RIJCOSX wB97M-V def2-TZVPD def2/J DEFGRID3
* xyz 0 1
Si -2.05 -0.04 0.28
O 0.93 1.50 0.65
C -0.64 0.46 -0.84
C 0.85 0.44 0.14
C 2.18 -0.62 0.28
H 3.01 -0.10 0.76
H -2.05 -1.38 0.97
H 1.76 -1.51 0.69
H -0.45 1.45 -1.31
H -0.39 -0.34 -1.59
H -2.27 1.05 1.24
H -3.27 -0.21 -0.45
H 2.37 -0.70 -0.81
*
```

2.
The following is a DFT calculation (wB97M-V/def2-TZVPD) of 7 unconnected molecules or ions with the total composition C2H18O7 in a non-equilibrium geometry.

Energy relative to the best compared isomer or geometry (same formula, charge and spin) in kcal per mole: 34.2
Structure (SMILES): CCO.O.O.O.O.O.O
LUMO level in eV: 0.05
Strongest force on any atom in hartree/bohr: 0.0469
Highest occupied orbital energy in Eh: -0.3857

The geometry in ORCA input format:
```
! RIJCOSX wB97M-V def2-TZVPD def2/J DEFGRID3
* xyz 0 1
O -2.41 -4.88 2.60
O 0.06 0.66 -0.56
O -1.92 0.76 -4.65
O 1.75 3.97 2.13
O 3.13 -4.57 2.56
O 3.22 -2.00 -0.68
O -2.19 4.50 -2.96
C -0.51 -0.09 1.49
C -0.96 0.80 0.36
H -1.11 0.93 -5.12
H 3.66 -2.00 -1.53
H -1.23 1.82 0.62
H -2.35 5.15 -3.63
H -0.33 -1.13 1.22
H 3.10 -3.87 1.91
H -1.45 4.84 -2.45
H 3.12 -4.13 3.40
H 1.94 4.79 1.67
H -1.49 -5.12 2.48
H 0.45 0.25 1.88
H -2.11 1.58 -4.20
H -0.27 0.98 -1.40
H -1.22 0.19 2.27
H -1.86 0.37 -0.06
H -2.89 -5.53 2.08
H 2.36 -1.63 -0.86
H 1.51 3.35 1.44
*
```

3.
The following is a DFT calculation (wB97M-V/def2-TZVPD) of 2 unconnected molecules or ions with the total composition C4H13N3O.

Energy relative to the best compared isomer or geometry (same formula, charge and spin) in kcal per mole: 18.0
Structure (SMILES): CC(N)=O.CNCN
LUMO level in eV: 0.90
Strongest force on any atom in hartree/bohr: 0.0131
Highest occupied orbital energy in Eh: -0.3338

The geometry in ORCA input format:
```
! RIJCOSX wB97M-V def2-TZVPD def2/J DEFGRID3
* xyz 0 1
O -1.68 -0.84 -0.12
N -0.17 2.24 -0.76
N -1.57 -3.00 -0.80
N 1.53 1.21 0.68
C -1.01 -1.79 -0.47
C 0.95 1.26 2.02
C 1.15 2.36 -0.15
C 0.49 -1.74 -0.51
H 0.79 -0.72 -0.70
H 0.93 -2.45 -1.21
H 1.51 0.60 2.68
H -0.19 1.40 -1.32
H 2.54 1.27 0.79
H 1.13 3.28 0.43
H 0.91 -2.03 0.46
H -0.86 2.08 -0.03
H 1.89 2.42 -0.95
H -1.06 -3.59 -1.43
H 0.98 2.26 2.47
H -0.09 0.93 2.00
H -2.58 -3.00 -0.91
*
```

The highest energy relative to the best compared isomer or geometry (same formula, charge and spin) belongs to which entry? C3H8OSi